# 1
Computed, not measured: a structure of composition C8H24BF4O8Tl, with ωB97M-V with the def2-TZVPD basis set.

Structure (XYZ):
```
46
Properties=species:S:1:pos:R:3:forces:R:3
Tl 0.431252 -0.541516 -1.573461 0.0 -0.1 0.0
B -1.176293 -7.304964 -4.711985 1.9 0.5 3.0
F -2.289382 -7.803269 -4.175681 -2.7 -1.4 1.7
F -1.087942 -5.985661 -4.264262 0.6 1.0 0.7
F -0.091305 -8.088671 -4.339758 0.4 0.1 0.2
F -1.361584 -7.284535 -5.975048 -0.3 0.0 -5.6
C -5.983809 -2.091978 0.475982 2.1 1.0 -0.9
C -5.725346 -0.901957 1.440386 0.2 -0.8 1.5
O -4.375086 -0.423941 1.678034 -1.0 -1.0 -1.5
O -4.870950 -2.216180 -0.435477 -1.1 0.2 0.6
H -6.931577 -1.995150 -0.053611 -0.1 0.3 -0.1
H -6.078797 -3.036383 1.011869 0.2 -0.2 0.5
H -6.081827 -1.343943 2.370801 -0.2 0.4 0.5
H -6.403806 -0.073276 1.237687 0.1 0.3 -0.4
H -4.278141 -0.115378 2.581906 -0.4 0.0 0.2
H -5.227057 -2.664363 -1.206135 0.2 -0.2 -0.4
C 0.868791 -3.928025 3.901171 0.2 -1.7 -2.0
C 2.356334 -3.726203 3.837487 0.9 0.5 1.0
O 2.737028 -2.565576 3.159568 0.3 0.4 0.2
O 0.498158 -4.309588 2.540421 -0.4 0.0 1.1
H 0.142722 -3.156585 4.157632 0.8 0.4 0.6
H 0.869738 -4.816907 4.532023 -1.0 0.0 0.3
H 2.896767 -4.573752 3.415965 -0.7 -0.4 -0.6
H 2.753452 -3.745052 4.852397 -0.1 0.5 0.4
H 3.325031 -2.158509 3.799988 0.2 0.7 -0.4
H 0.121401 -5.180211 2.687585 -0.2 -0.3 -0.7
C 5.710609 3.168485 -2.829532 0.2 0.7 -0.8
C 4.645677 4.228780 -3.354995 0.6 -0.3 -1.4
O 3.730509 3.493628 -4.180037 0.2 1.0 1.2
O 5.170153 2.410767 -1.828047 -0.2 -0.8 0.9
H 6.649355 3.690546 -2.644307 -0.1 0.4 0.9
H 6.026346 2.463819 -3.598863 -0.7 0.2 -0.6
H 5.182400 5.037012 -3.851752 0.3 -0.5 -1.0
H 4.191732 4.883152 -2.610788 -0.6 -1.1 0.8
H 3.817676 3.746716 -5.101960 0.2 0.1 -0.2
H 5.405092 2.713630 -0.947897 0.1 0.3 0.1
C -1.227189 5.676802 0.626895 1.4 -0.4 -0.2
C 0.007411 5.572631 1.525325 -0.6 1.4 0.1
O 0.430324 4.279543 1.758865 -0.1 -0.9 0.0
O -1.089326 4.783567 -0.497071 -0.5 0.8 0.9
H -1.298618 6.712455 0.294596 0.1 0.1 -0.2
H -2.141259 5.502689 1.194595 -0.1 -0.5 0.1
H -0.202407 6.153697 2.423343 -0.4 -0.3 0.6
H 0.836526 6.179422 1.161337 0.3 0.0 -0.9
H 0.897131 4.229352 2.596223 0.1 0.1 0.1
H -1.779915 5.104882 -1.081416 0.0 -0.3 -0.6
```
Forces are in eV/Å.

Calculated values
Total charge: +2
Molecular weight (g mol⁻¹): 539.46
Frontier orbital gap (eV): 1.241
Spin multiplicity: 1
Energy (eV): -41280.7804


# 2
Computed, not measured: a structure of composition C12H32BrF2NO18S6V, with ωB97M-V with the def2-TZVPD basis set.

Structure (XYZ):
```
73
Properties=species:S:1:pos:R:3:forces:R:3
O 15.655628 4.965794 -9.492000 -1.3 -1.0 -0.5
V 14.492461 4.140937 -10.208801 -0.9 2.1 3.1
O 13.565104 3.455934 -9.052012 1.6 0.8 -2.4
N 15.376733 3.518284 -11.975125 0.2 -4.2 -1.9
S 15.362394 1.893100 -12.608984 -1.9 -2.6 1.6
O 16.047068 0.904535 -11.809020 -0.5 1.7 -0.7
O 15.379851 1.696468 -14.025446 0.5 1.2 0.6
F 13.831168 1.747250 -12.248662 0.0 -0.3 0.2
S 16.531822 4.055806 -12.910269 1.7 6.9 -0.5
O 16.119581 4.531724 -14.207424 0.3 -1.5 1.1
O 17.830247 3.518042 -12.685319 -0.3 -1.2 -0.4
F 16.630252 5.455398 -12.098297 0.0 -0.6 -0.4
Br 12.976284 6.235091 -10.979229 0.8 -1.4 0.4
O 9.630238 6.111257 -6.663730 -0.4 -1.2 0.0
S 9.199698 4.886768 -7.301263 -0.4 0.6 -2.1
O 9.259051 3.599101 -6.687663 0.6 0.1 0.3
O 7.647153 5.106223 -7.655184 0.6 1.4 0.2
C 6.804250 4.114569 -8.197497 -1.4 -0.9 0.0
C 5.648406 3.875621 -7.220270 0.1 0.2 0.7
C 9.982561 4.899064 -8.964656 0.7 -0.9 1.6
H 7.361681 3.230337 -8.505289 0.0 -0.1 0.3
H 6.266111 4.497864 -9.068693 0.7 0.4 -0.3
H 5.923952 3.419199 -6.268226 0.3 -0.1 -0.2
H 4.795481 3.326060 -7.619146 0.3 -0.2 -0.4
H 5.264980 4.865869 -6.961521 0.0 0.0 0.0
H 10.978303 4.477012 -8.784518 0.2 0.3 0.2
H 10.101158 5.927395 -9.283350 -0.3 -0.1 -0.3
H 9.573034 4.162798 -9.652253 -0.7 0.4 0.0
O 16.011567 9.958065 -8.845230 -0.6 -0.2 0.2
S 15.157608 9.573372 -7.763189 -1.4 -0.8 1.1
O 14.815000 10.539992 -6.726333 0.4 -1.0 -0.9
O 13.743976 8.984039 -8.383391 2.4 1.4 0.5
C 12.708367 8.461125 -7.520981 -0.8 0.6 -1.3
C 11.441184 9.311787 -7.654589 -0.6 -0.5 0.3
C 15.789776 8.026099 -6.986235 -0.3 1.2 -1.0
H 12.945596 8.397015 -6.461792 0.6 -0.4 -0.2
H 12.542773 7.554831 -8.098936 -0.1 -0.7 1.1
H 11.596304 10.171913 -8.299727 0.0 0.0 0.0
H 11.011742 9.606974 -6.694864 0.4 0.4 0.1
H 10.647910 8.670826 -8.047363 0.1 0.2 -0.4
H 15.097085 7.806879 -6.181739 0.2 -0.2 0.1
H 16.812527 8.219492 -6.675061 -0.1 0.1 0.3
H 15.788892 7.276672 -7.776556 -0.2 -0.1 0.1
O 16.880901 -0.148592 -8.412370 -0.6 -0.1 0.4
S 17.160227 1.215515 -8.703020 2.4 0.4 0.2
O 16.206468 2.089575 -9.311445 0.1 0.0 0.5
O 17.761864 1.851473 -7.310937 -1.3 -0.5 -1.1
C 18.073117 3.265535 -7.321985 0.6 -0.1 0.2
C 17.504337 3.930940 -6.105366 -0.7 0.7 0.4
C 18.711275 1.175246 -9.668730 -1.5 -0.2 0.8
H 17.692138 3.743201 -8.226137 0.0 -0.1 0.0
H 19.165943 3.282882 -7.304740 0.0 0.3 -0.2
H 17.781419 4.988961 -6.057724 0.2 0.0 -0.3
H 17.822514 3.527316 -5.144229 0.0 -0.4 -0.2
H 16.414638 3.951622 -6.163093 0.2 -0.3 0.1
H 18.966324 2.191225 -9.951076 0.1 -0.1 -0.4
H 18.436848 0.475755 -10.454961 0.3 0.4 -0.5
H 19.435305 0.712296 -9.005108 0.1 0.1 0.0
O 14.296163 4.583641 -6.331898 0.0 0.7 0.8
S 13.685431 4.411520 -5.053036 -0.6 -0.5 1.2
O 13.128247 3.125085 -4.729680 -0.3 0.7 -0.1
O 14.775538 4.694414 -3.877650 0.6 0.8 -1.0
C 14.432042 4.347590 -2.539736 -1.3 -1.4 0.4
C 15.265281 5.041471 -1.485967 -0.1 0.7 -0.6
C 12.494917 5.783565 -4.719940 1.0 -0.6 -0.3
H 14.441982 3.257864 -2.441666 0.5 0.0 -0.1
H 13.360456 4.534930 -2.401553 0.1 0.4 0.2
H 15.002988 6.102082 -1.493158 0.2 0.1 0.1
H 16.334733 4.963003 -1.675537 0.0 -0.2 0.0
H 15.041792 4.666369 -0.489547 -0.1 -0.2 -0.1
H 12.079750 5.755490 -3.715899 -0.1 -0.5 -0.1
H 11.739714 5.703603 -5.494022 -0.2 0.1 0.0
H 13.059828 6.711555 -4.789756 0.1 -0.1 -0.3
```
Forces are in eV/Å.

Calculated values
Total charge: -1
Molecular weight (g mol⁻¹): 839.62
Frontier orbital gap (eV): 8.720
Spin multiplicity: 1
Energy (eV): -217484.8235


# 3
Computed, not measured: a structure of composition C12H38GaO15P4, with ωB97M-V with the def2-TZVPD basis set.

Structure (XYZ):
```
70
Properties=species:S:1:pos:R:3:forces:R:3
C 2.795557 -2.757640 1.865778 -0.7 0.3 0.3
C 2.394320 -1.243604 2.248522 1.1 -0.8 -0.4
Ga 0.866868 -0.562284 1.027741 1.1 0.5 -0.3
C -0.988774 -0.520635 1.944492 -1.7 -0.1 0.4
P -1.991308 -2.073019 1.766042 1.4 -0.9 1.6
O -1.186163 -3.312492 2.139081 -1.7 1.7 -1.1
O -3.267692 -1.957052 2.911545 1.0 0.5 -1.6
O -2.720219 -2.253332 0.257331 0.7 0.2 1.8
H 3.532336 -3.216245 2.587419 -0.5 0.4 -0.8
H 1.858650 -3.384027 1.891005 0.9 0.4 0.0
H 3.197537 -2.820692 0.805735 -0.4 0.2 1.3
H 3.333526 -0.636236 2.021803 -1.2 -0.4 0.4
H 2.183019 -1.124269 3.354333 0.2 -0.3 -1.1
H 1.229486 0.983339 0.692358 -0.4 -0.1 0.3
H 0.823197 -1.311406 -0.409385 -0.2 -0.2 0.3
H -0.834300 -0.379024 3.065421 -0.2 -0.5 -1.2
H -1.525106 0.408900 1.591245 0.4 -1.1 0.2
H -3.303193 -1.026525 3.199997 0.0 -0.5 -0.2
H -2.497519 -3.152227 -0.051661 0.1 0.5 0.3
C 5.529126 2.519785 -3.665634 -0.2 0.0 -0.4
O 4.664819 1.687604 -2.867232 0.8 3.8 -0.2
P 3.204542 2.506994 -2.440986 -5.1 -7.8 2.2
O 2.879712 1.547395 -1.314262 1.4 1.9 -0.6
O 2.491512 1.996085 -3.842381 0.8 0.8 -1.0
C 3.056344 1.031325 -4.756213 -0.3 0.1 0.3
O 1.880104 3.544834 -2.119612 2.8 1.0 -1.8
C 1.338757 4.263210 -3.252916 -0.2 0.2 0.2
H 6.344811 1.923597 -4.070491 0.0 0.0 0.2
H 4.994514 2.961181 -4.519088 0.0 -0.2 0.0
H 5.902208 3.377338 -3.108877 0.4 -0.1 0.3
H 3.222770 0.084732 -4.243849 0.0 0.0 0.0
H 3.973949 1.351127 -5.244194 0.2 0.2 0.3
H 2.360505 0.902720 -5.583387 -0.4 0.0 0.3
H 0.879282 3.575912 -3.961668 0.2 0.0 0.0
H 2.136015 4.832355 -3.732648 -0.2 0.1 -0.2
H 0.575267 4.938348 -2.884510 0.2 0.1 0.2
C -2.002421 -10.109512 3.166249 -0.2 0.4 0.2
O -0.573712 -9.983499 3.011958 -2.9 0.4 -2.5
P -0.162662 -8.796434 1.829642 8.8 1.8 3.0
O 1.252125 -9.315990 1.658895 -1.9 -0.5 -0.6
O -0.192058 -7.591781 2.955359 -1.4 -0.3 0.1
C -0.301562 -7.783596 4.382890 0.1 0.2 -0.3
O -0.039953 -7.649668 0.567577 -3.0 -1.5 1.2
C -0.865471 -6.464995 0.707686 0.0 0.3 -0.2
H -2.226757 -10.720973 4.038003 0.1 -0.2 -0.1
H -2.482005 -9.133129 3.321984 0.1 0.0 0.1
H -2.478772 -10.504056 2.271079 0.1 -0.5 0.0
H 0.530011 -8.387865 4.743329 0.0 0.0 0.0
H -1.241776 -8.219237 4.711529 -0.1 -0.3 -0.3
H -0.297199 -6.803592 4.854945 0.3 0.2 -0.3
H -0.540929 -5.862352 1.552643 -0.1 0.0 -0.1
H -1.905905 -6.766225 0.829720 -0.1 0.3 0.0
H -0.757155 -5.873730 -0.195791 0.0 -0.1 -0.2
C -3.769768 5.647999 -0.216516 -0.3 0.3 0.2
O -2.352186 5.778377 -0.459391 -3.1 0.2 -2.6
P -2.017661 6.886945 -1.731625 8.8 1.4 3.1
O -0.610785 6.364571 -1.940237 -2.0 -0.2 -0.7
O -2.004281 8.132452 -0.648842 -1.4 0.1 0.2
C -2.051278 7.982549 0.789756 0.2 0.1 -0.2
O -1.941545 7.997205 -3.033950 -2.9 -1.1 1.2
C -2.754099 9.184498 -2.902755 0.0 0.0 -0.3
H -3.935637 5.091381 0.703005 0.2 -0.2 -0.1
H -4.253537 6.627954 -0.096024 0.2 0.0 0.1
H -4.289277 5.191929 -1.055701 0.1 -0.5 0.0
H -1.202116 7.392326 1.131337 0.0 0.0 0.0
H -2.973797 7.553039 1.170960 0.0 -0.3 -0.3
H -2.031629 8.976201 1.233082 0.3 0.2 -0.3
H -2.392922 9.811753 -2.090197 0.0 -0.1 0.0
H -3.791287 8.897406 -2.731782 -0.1 0.3 0.0
H -2.676455 9.743966 -3.829678 0.0 -0.2 -0.2
```
Forces are in eV/Å.

Calculated values
Total charge: -1
Molecular weight (g mol⁻¹): 616.04
Frontier orbital gap (eV): 3.168
Spin multiplicity: 1
Energy (eV): -133300.2777


# 4
Computed, not measured: an isolated molecule of C3H4N2OS, with ωB97M-V with the def2-TZVPD basis set.

Structure (XYZ):
```
11
Properties=species:S:1:pos:R:3:forces:R:3
C -1.280318 0.293520 0.732820 7.0 -2.0 0.6
C 2.489678 0.176663 0.052646 -0.2 1.9 0.8
C 0.095822 -0.363017 0.351861 0.0 -1.5 -0.7
N 1.373540 0.149911 -0.439634 -1.2 0.2 1.4
N -1.473400 3.029567 0.253785 0.1 1.9 -0.7
O 3.542099 0.447762 0.510921 -0.8 -1.1 -0.8
S -2.186987 1.523815 0.572733 -5.3 3.1 -0.7
H 0.522397 -1.054613 1.133346 -0.8 1.0 -0.5
H -0.868126 3.390453 0.967465 0.4 -0.1 0.6
H -0.270290 -0.954437 -0.457828 -0.1 -1.3 -0.3
H -2.185473 3.802714 0.068707 0.9 -2.0 0.3
```
Forces are in eV/Å.

Calculated values
Molecular weight (g mol⁻¹): 116.14
Frontier orbital gap (spin up / spin down) (eV): 6.983 / 7.610
Spin multiplicity: 3
Energy (eV): -19032.4583


# 5
Computed, not measured: a cluster of 8 separate species, C6H29N2O7 in total, with ωB97M-V with the def2-TZVPD basis set.

Structure (XYZ):
```
44
Properties=species:S:1:pos:R:3:forces:R:3
C 0.014385 -0.464919 0.515589 0.8 -0.8 0.5
N 0.973066 -0.978536 1.505109 0.3 0.1 0.0
C 1.664707 0.102538 2.209428 0.6 0.0 0.2
C -0.220873 -1.432952 -0.646201 -0.7 1.0 -0.3
N -0.208624 -0.625179 -1.949242 0.4 0.7 -0.3
C -1.500983 -0.749656 -2.666394 -0.7 -1.6 -0.5
C -2.517893 -1.280688 -1.654967 0.4 1.7 0.5
C -1.645668 -2.023774 -0.626636 -0.4 -1.4 -0.2
H 0.492179 0.390480 0.072169 0.1 0.7 0.2
H -0.910284 -0.174643 1.002539 -0.3 0.3 -0.2
H 0.588815 -1.562067 2.237780 -0.7 0.0 -0.3
H 2.461562 -0.353750 2.823520 -0.3 0.4 -0.2
H 2.117147 0.818070 1.520039 0.1 -0.3 -0.2
H 1.015061 0.697429 2.839726 -0.3 0.0 0.3
H 0.668565 -2.077552 -0.750673 -0.9 -0.3 0.3
H 0.610719 -0.963031 -2.481573 -0.3 0.3 -0.1
H -0.067768 0.420287 -1.831589 -0.3 -0.5 0.4
H -1.858855 0.160524 -3.152480 0.7 -0.1 0.0
H -1.378175 -1.590314 -3.368512 0.0 0.7 -0.2
H -3.325452 -1.745330 -2.218639 0.2 -0.7 0.4
H -3.022166 -0.451459 -1.119011 0.4 -0.2 -0.3
H -2.132083 -1.898906 0.336853 0.4 -0.2 0.3
H -1.602229 -3.096638 -0.822627 -0.1 0.0 -0.1
H -2.192467 -0.851087 4.209773 -0.2 0.0 -0.1
H -2.043717 0.374707 3.238751 -0.4 -0.3 0.2
O -1.607683 -0.148581 3.922243 0.7 0.0 -0.1
H -2.232572 2.417731 3.678191 0.1 -0.1 0.1
H -3.332459 2.697298 2.671609 -0.1 -0.1 -0.1
O -2.556323 2.143285 2.811369 0.0 0.4 0.0
H -1.232973 2.564777 1.569757 -0.1 0.2 -0.2
H -0.688778 3.656257 0.566847 -0.1 -0.1 0.5
O -0.644541 2.720652 0.809276 0.2 0.2 -0.2
H 0.751110 1.979004 -1.991043 -0.3 1.1 0.4
H -0.335696 2.445514 -0.925724 0.2 -0.5 -0.6
O -0.213360 2.128945 -1.852118 0.0 -0.6 0.0
H 3.376954 -1.061364 -2.899319 -0.5 -0.1 0.9
H 2.779236 -1.215205 -1.367897 0.7 -0.3 -0.8
O 2.597888 -0.978558 -2.316386 -0.3 0.5 -0.4
H 2.689117 1.349978 -1.333500 0.3 0.2 -0.2
H 2.934332 2.529347 -2.312757 0.0 -0.1 0.3
O 2.433445 2.264828 -1.526677 0.2 -0.3 -0.2
H 3.785317 -2.405885 0.394280 0.5 0.0 -0.6
H 2.425828 -1.909592 0.811449 -0.1 0.9 -1.0
O 3.092209 -1.821978 0.067651 -0.2 -0.8 1.6
```
Forces are in eV/Å.

Calculated values
Total charge: +1
Molecular weight (g mol⁻¹): 241.31
Frontier orbital gap (eV): 10.194
Spin multiplicity: 1
Energy (eV): -24000.2251


# 6
Computed, not measured: a cluster of 5 separate species, C2H13NO4 in total, with ωB97M-V with the def2-TZVPD basis set.

Structure (XYZ):
```
20
Properties=species:S:1:pos:R:3:forces:R:3
C 2.595144 -2.288241 3.000816 1.0 -0.9 1.1
N 1.500052 -1.753294 2.730336 -0.3 0.0 -0.4
C 1.429639 -0.707895 1.746663 0.0 0.3 -0.6
H 2.625177 -3.133737 3.685565 -0.5 -0.1 0.2
H 3.641643 -2.058774 2.745879 -0.4 0.7 -0.8
H 0.937595 -1.102835 0.852216 0.1 -0.1 0.1
H 2.395630 -0.297139 1.427345 0.1 0.0 0.2
H 0.777497 0.098671 2.064914 0.0 0.1 0.3
O 4.665138 2.948839 -1.094075 -0.1 0.0 0.1
H 4.085200 2.246310 -0.782671 0.1 0.0 0.0
H 4.080595 3.706967 -1.190924 0.1 0.1 0.0
O -5.338123 -3.483182 -1.339601 0.1 -0.2 0.0
H -5.339925 -2.603226 -1.730790 -0.1 0.1 0.1
H -6.212234 -3.638429 -0.972836 0.0 0.1 -0.1
O -0.204636 5.783999 -0.820653 -0.2 0.2 -0.1
H -0.919464 6.249785 -0.361235 0.4 -0.3 0.0
H 0.174889 5.156640 -0.200367 -0.2 0.1 0.2
O -3.507501 -1.642885 -2.644577 1.4 -0.2 -0.3
H -2.670863 -1.223708 -2.925753 -0.8 0.3 0.1
H -3.156279 -2.538579 -2.531586 -0.6 -0.2 0.2
```
Forces are in eV/Å.

Calculated values
Molecular weight (g mol⁻¹): 115.13
SMILES: C=NC.O.O.O.O
Frontier orbital gap (eV): 9.978
Spin multiplicity: 1
Energy (eV): -11963.5920


Look up the spin multiplicity of the first one.
1